100
Properties=species:S:1:pos:R:3:forces:R:3 method="wB97M-V/def2-TZVPD" s_squared=3.764 spin_multiplicity=4 largest_force_ev_per_a=8.3 total_charge=-1 gap_ev="1.030 / 5.701" homo_ha="0.029 / -0.145"
Re 0.097502 -0.829789 1.749336 -0.911 -1.471 -4.181
P 0.012751 1.031126 4.596342 0.072 -2.608 -5.085
O 1.610261 -1.524887 -8.640477 0.558 0.392 0.717
O 2.372579 -2.175329 -6.627815 -0.940 0.931 -0.618
O -1.115883 -2.846553 -7.616308 0.267 -0.188 -0.503
O -0.955943 -0.943301 -8.887119 -0.040 -1.246 1.408
O -1.500936 0.867164 -3.185660 0.060 -0.495 -1.561
N 0.053064 0.252965 3.127914 -0.270 5.425 6.307
C -1.832168 -1.758677 -0.015231 1.005 -0.591 0.284
C 0.074806 0.433802 -6.589466 0.274 -0.096 0.112
C 0.370967 -1.458611 5.698871 0.085 -0.221 0.264
C 1.515854 -1.620160 -7.297550 1.163 -0.963 1.151
C -1.367866 -2.238645 2.224492 -1.876 -0.485 0.110
C -0.672309 -0.331758 5.718243 0.135 0.727 0.937
C -1.318897 -0.817185 -4.920292 -0.302 0.009 -0.227
C 0.206938 -1.091570 -6.753268 -0.533 -0.371 -0.450
C -0.696313 -1.581763 -7.886735 -1.006 0.875 -0.831
C -0.847692 1.502887 -4.319425 0.099 0.231 -0.249
C -1.067318 0.576841 -5.566885 -0.647 0.017 0.842
C 1.889721 1.881602 6.483769 0.499 0.312 0.092
C -2.181678 -1.019695 2.137337 0.194 -1.265 -0.916
C -0.630443 -3.950761 -8.408399 -0.456 0.200 -0.116
C 1.793680 1.611818 4.971202 -0.251 0.003 0.958
C -1.131314 -2.648161 0.847504 -2.123 0.064 -0.277
C 2.906445 0.605581 4.636807 0.132 -0.204 -0.126
C -1.485641 -0.565399 -3.417632 0.096 0.297 0.669
C 0.631525 1.694333 -3.973597 -0.102 0.060 0.190
C -2.002009 -1.024618 5.348018 -0.214 -0.064 -0.304
C -0.161601 -1.698641 -5.377685 0.422 0.155 -0.179
C 2.054704 -0.801922 -0.013707 0.104 -0.292 0.480
C 1.660345 -2.141122 0.102937 0.472 -0.062 -0.161
C -1.487655 2.865633 -4.577588 -0.071 0.027 0.246
C -1.113972 2.513459 4.374062 0.098 0.255 0.405
C 2.938713 -1.801090 -9.064025 0.435 -0.211 -0.344
C -2.564108 2.048900 4.172612 -0.257 -0.011 0.099
C -0.778886 3.307372 3.089442 0.064 0.122 -0.115
C 2.143305 2.866132 4.155513 0.077 0.155 0.061
C -0.898205 0.275557 7.115859 -0.006 -0.490 0.473
C 2.037889 -1.358760 2.254639 1.774 0.221 -0.332
C -2.312695 -0.669700 0.750712 -0.299 -0.307 1.234
C 1.534666 -2.478358 1.506140 1.245 0.633 -0.013
C -1.006071 3.417219 5.620716 -0.347 0.329 -0.120
C 2.219269 -0.252085 1.304089 0.988 -1.260 0.486
H 0.194586 -3.659638 -9.069156 -0.269 0.079 0.148
H -2.252971 -1.255846 -5.307930 0.260 0.212 0.026
H -2.747992 -0.583923 2.959410 0.848 0.208 -0.371
H -2.671330 1.494412 3.228713 0.093 0.098 0.350
H 1.150441 0.731951 -3.885592 -0.010 0.173 -0.020
H 1.361158 -3.452119 1.948566 -0.047 0.090 -0.218
H -2.945415 1.443343 5.000089 0.081 0.260 -0.149
H -0.901068 2.686550 2.189434 0.073 0.076 0.320
H 1.024104 0.834166 -6.210933 -0.290 -0.039 -0.138
H 0.716418 -1.596017 -4.721467 -0.262 -0.080 -0.132
H 0.222004 3.743716 3.072209 -0.386 -0.143 -0.020
H -2.446751 -0.966282 -3.051754 0.431 0.218 -0.044
H 2.582857 0.730340 1.584862 -0.098 -0.157 -0.340
H 3.000684 -1.479348 -10.096389 0.003 0.022 -0.105
H -0.029998 0.787100 7.539005 -0.269 -0.081 -0.106
H -1.994154 0.888834 -6.080737 0.424 0.041 0.215
H -1.475110 -4.324751 -8.989483 0.238 -0.124 -0.082
H 1.547873 3.744114 4.425446 0.245 -0.223 -0.045
H -1.231307 2.886027 6.554458 0.129 0.133 -0.204
H 2.057887 2.672989 3.076143 -0.072 0.061 0.282
H -1.152003 -0.539426 7.809781 -0.006 0.195 -0.055
H 2.295759 -0.265406 -0.925259 -0.399 -0.090 0.045
H 0.012282 -2.249788 6.373102 0.113 0.142 -0.042
H 1.864483 0.939027 7.049124 0.041 0.294 -0.105
H -2.564099 2.764430 -4.771930 0.262 -0.006 0.089
H 3.643727 -1.253189 -8.435111 0.005 -0.099 -0.200
H -0.678964 -3.589830 0.555403 -0.024 0.301 0.020
H -2.022577 -1.921621 -1.068847 0.525 0.251 0.066
H 3.084188 0.522983 3.558642 -0.155 0.018 0.370
H -1.340383 3.524641 -3.714397 -0.084 -0.076 -0.131
H -1.745882 0.976849 7.112206 0.200 -0.240 -0.001
H -1.744694 4.230666 5.547508 0.182 -0.172 -0.069
H -1.921160 -1.712317 4.500924 0.134 0.362 0.283
H -0.164334 0.901388 -7.552112 0.171 -0.098 0.275
H -2.291644 -1.642885 6.213424 0.198 0.217 -0.120
H 0.457966 -1.900248 4.692981 0.002 0.316 0.257
H -1.157091 -2.817233 3.118669 -0.354 -0.185 -0.310
H -1.490369 4.148780 3.028965 0.117 -0.292 0.054
H 2.743960 -0.393450 5.051262 0.075 0.272 -0.128
H -0.669560 -1.007537 -2.807170 -0.336 0.102 -0.369
H 0.696491 2.208735 -3.007074 -0.008 -0.142 -0.181
H 3.197489 3.112913 4.357603 -0.256 -0.101 0.033
H 3.150437 -2.868812 -8.980544 0.042 0.091 -0.019
H -0.441336 -2.757334 -5.463103 0.307 0.402 0.155
H 1.111967 2.554684 6.861132 0.172 -0.204 0.016
H 2.391758 -1.400155 3.287843 -0.499 0.035 -0.541
H -2.842062 -0.354263 5.155818 0.226 -0.137 0.102
H -1.016483 3.336695 -5.452883 -0.110 -0.138 0.200
H -0.019259 3.887118 5.711655 -0.278 -0.102 0.020
H 1.362859 -1.151744 6.043326 -0.274 -0.070 0.055
H -0.286645 -4.708597 -7.701290 -0.045 0.052 -0.128
H 1.129400 2.317115 -4.726779 0.007 -0.171 0.162
H 2.857953 2.360237 6.698453 -0.213 -0.114 -0.043
H 1.546677 -2.859986 -0.709186 -0.340 0.432 0.151
H -2.789038 0.231041 0.386183 -0.084 -0.209 -0.042
H -3.209798 2.940288 4.108053 0.255 -0.182 0.014
H 3.842689 0.986760 5.081044 -0.360 -0.024 -0.068